Here is a gas-phase ion, C9H16NO (charge +1) from the Open Molecules 2025 dataset. Energies are from ωB97M-V with the def2-TZVPD basis set.

Summary:
Charge: +1
Highest occupied orbital energy (alpha / beta), eV: -12.22 / -12.16
Calculated total energy, a.u.: -482.1168
LUMO energy (alpha / beta), eV: -3.686 / -3.943
Frontier orbital gap (alpha / beta), eV: 8.533 / 8.217
Relative energy (zero: lowest compared OMol25 entry of this formula, charge and spin), kcal per mole: 110.5

CARTESIAN COORDINATES (ANGSTROEM)
C: 1.2480 -0.6643 -0.9166
C: -0.1267 -0.7917 -1.2969
C: 0.0708 -1.2451 1.0072
C: 1.2294 -0.2698 0.5798
C: -0.9648 -0.7101 0.0082
C: 0.9085 1.1238 0.8469
C: -1.1880 0.7724 0.3181
C: -2.1881 -1.5491 0.0740
C: 1.5603 2.2186 0.0628
N: -0.3330 1.3669 1.4382
O: -1.5491 1.6965 -0.5845
H: 1.7224 -1.6516 -1.1033
H: 1.8588 -0.0641 -1.4244
H: -0.3615 -0.0908 -2.1340
H: -0.4465 -1.6465 -1.7452
H: 0.4322 -2.2048 0.7092
H: -0.4316 -1.2887 1.9639
H: 2.2203 -0.5110 1.0172
H: -2.6812 -1.5272 0.9945
H: -1.8907 -2.5933 0.0385
H: -2.7952 -1.4044 -0.6901
H: 1.1129 3.1485 0.3704
H: 1.7172 2.1749 -1.0712
H: 2.5827 2.3582 0.3516
H: -0.4917 1.1233 2.3360
H: -0.3964 2.4368 1.4424
H: -1.5551 1.4695 -1.5062

Cartesian forces, eV/Å:
C 1.1500 -3.0900 2.1961
C -2.8724 2.8226 -1.2194
C 0.3677 1.9965 -0.5962
C 1.0247 -2.4893 1.5984
C 0.9686 0.9658 0.1665
C 1.2415 -0.5433 -2.2996
C 0.6173 -0.0669 -0.0620
C 2.5328 -1.6577 1.6355
C 0.0499 0.2744 -0.6022
N -0.8278 4.3170 -3.8857
O -0.0806 0.6181 2.1461
H 0.0545 0.3922 0.8730
H 1.9470 2.8741 -2.3553
H -0.3758 0.2206 0.8264
H -0.1676 -3.0307 -1.1410
H -0.2727 -0.8512 0.0437
H 0.6623 0.1755 0.7408
H -0.4552 -0.0326 -0.0791
H -0.9635 0.6967 1.4565
H 0.3045 -0.2428 -0.3719
H -3.1555 0.8335 -3.3771
H -0.3056 0.6829 -0.4168
H -1.1007 -0.3226 1.3446
H 0.8230 -0.2546 0.6398
H -0.8264 -1.8420 3.6458
H -0.6264 -1.6034 -0.1219
H 0.2866 -0.8428 -0.7850

---

Here is 2 unconnected molecules or ions with the total composition C9H16NO from the Open Molecules 2025 dataset. Energies are from ωB97M-V with the def2-TZVPD basis set.

Summary:
Charge: +2
Spin multiplicity: 2
Highest occupied orbital energy (alpha / beta), eV: -17.93 / -18.46
Calculated total energy, a.u.: -481.7946
LUMO energy (alpha / beta), eV: -7.851 / -11.432
Frontier orbital gap (alpha / beta), eV: 10.082 / 7.030
Relative energy (zero: lowest compared OMol25 entry of this formula, charge and spin), kcal per mole: 48.2

CARTESIAN COORDINATES (ANGSTROEM)
C: -1.0189 0.2505 -3.0785
C: -0.9505 1.7487 -3.3488
N: -0.0744 -0.1132 -1.9332
H: -2.0396 -0.0255 -2.8176
H: -0.5843 -0.2693 -3.9326
H: -0.3081 2.0030 -4.2022
H: -0.3355 2.2814 -2.6038
H: -0.4689 -0.8886 -1.4039
H: 0.9070 -0.2792 -2.1626
H: -0.0333 0.7127 -1.3442
H: -1.9270 2.1607 -3.5933
C: -0.9268 -2.7017 2.0875
C: 1.0143 -1.4960 1.0571
C: -0.2422 -1.4659 1.7092
C: 1.6859 -0.3175 0.7855
C: -0.8943 -0.2008 2.0137
C: 0.9573 0.8775 0.7991
C: -0.3393 0.9087 1.4970
O: 1.3230 2.1266 0.4746
H: 1.5820 -2.4177 1.1416
H: 2.6526 -0.3855 0.2876
H: -1.5982 -2.5093 2.9135
H: -0.3374 -3.5182 2.5150
H: -1.5567 -0.3330 2.8674
H: -0.7798 1.8995 1.4631
H: 0.8829 2.4950 -0.2707
H: -1.4041 -3.1772 1.2204

Cartesian forces, eV/Å:
C 0.9547 0.5290 -0.8957
C 1.2859 0.4134 -0.7063
N -0.6981 0.5264 0.1277
H 0.3384 -0.4811 0.0605
H -0.7504 -0.3684 0.0162
H -0.3215 -0.5370 -0.2616
H -1.0052 0.1581 0.4584
H 0.3473 -0.1548 0.1025
H -0.1700 -0.4200 -0.5548
H -0.3109 -0.1059 0.3908
H 0.0892 0.2418 0.5848
C 0.0042 -0.5980 0.9435
C 1.0727 0.8042 1.3082
C -0.3861 0.2555 0.1056
C 0.4951 -0.7153 -1.8063
C 1.2817 -1.7846 0.8598
C -2.4789 1.1193 1.7463
C 0.1431 0.4538 -1.2385
O 2.2945 -1.8401 0.3707
H -0.1420 -0.1056 -0.7109
H 0.1338 0.2834 0.5442
H -0.8389 0.1123 -0.3134
H 0.7979 0.1985 -0.4226
H -0.8363 0.8739 -0.7257
H -0.1389 -0.0815 0.7815
H -0.8481 1.0108 -0.8399
H -0.3130 0.2117 0.0748

---

Here is a single C9H16O2 molecule from the Open Molecules 2025 dataset. Energies are from ωB97M-V with the def2-TZVPD basis set.

Summary:
Charge: 0
Structure (SMILES): CCC#C[C@@H](O)C(C)(C)OC
Highest occupied orbital energy, eV: -9.30
Calculated total energy, a.u.: -502.9137
LUMO energy, eV: 0.759
Frontier orbital gap, eV: 10.055
Relative energy (zero: lowest compared OMol25 entry of this formula, charge and spin), kcal per mole: 30.6

CARTESIAN COORDINATES (ANGSTROEM)
C: 1.8922 -0.1381 0.9716
C: 0.7015 -0.3100 0.8782
O: -1.3210 -0.3373 1.9506
O: -2.6274 -0.4575 -0.9327
C: -3.7298 -0.2168 -0.0386
C: 4.0896 -0.5852 -0.0352
C: -1.3825 1.6192 -0.4419
C: -0.4281 -0.1855 -1.8410
C: 3.3071 0.0601 1.1248
C: -0.7111 -0.6273 0.6855
C: -1.3431 0.0788 -0.5889
H: -0.7315 -0.5507 2.6959
H: -4.5532 0.0816 -0.6977
H: -3.5343 0.6091 0.6694
H: -3.9790 -1.1125 0.5329
H: 5.1498 -0.4127 0.0604
H: 3.7463 -0.1884 -1.0182
H: 3.9452 -1.6495 -0.0170
H: -1.8171 1.9267 0.5461
H: -0.3890 2.0074 -0.5091
H: -1.9383 2.0885 -1.2484
H: -0.2557 -1.2765 -1.9785
H: 0.5379 0.3403 -1.8030
H: -0.9904 0.1565 -2.7438
H: 3.5244 1.1206 1.2006
H: 3.6539 -0.3520 2.0719
H: -0.8165 -1.6889 0.5063

Cartesian forces, eV/Å:
C -1.4970 -0.1208 0.2766
C 1.1280 -0.1040 -0.9381
O -1.1259 0.3655 0.0040
O 0.5256 -0.0087 0.6118
C 0.4136 0.6359 -0.3091
C -0.4669 0.6955 -0.4011
C -0.9289 -0.3883 1.3485
C -0.8793 -0.7440 -0.1032
C 0.9819 -0.0376 -0.2182
C 0.3164 0.2968 0.3064
C 0.5322 0.8736 -0.2432
H -0.1106 0.0639 -0.8412
H -0.0525 -0.1988 0.3379
H -0.0094 -0.4232 -0.3299
H 0.0418 0.0055 -0.0920
H 0.3694 0.2171 0.0393
H 0.2364 -0.2961 0.6955
H -0.1930 -0.5262 -0.1215
H 0.3758 -0.1706 -0.9055
H 0.7359 0.2073 0.2088
H -0.2764 -0.2003 -0.0943
H -0.0148 0.6412 0.1391
H -0.4510 -0.2399 0.2174
H 0.3870 -0.1701 0.7472
H 0.0345 0.2797 -0.1674
H -0.0722 -0.1910 0.0819
H -0.0006 -0.4622 -0.2498

---

Here is a molecular structure, C9H16O4Tl from the Open Molecules 2025 dataset. Energies are from ωB97M-V with the def2-TZVPD basis set.

Summary:
Charge: +3
Highest occupied orbital energy, eV: -19.61
Calculated total energy, a.u.: -824.5621
LUMO energy, eV: -17.230
Frontier orbital gap, eV: 2.375

CARTESIAN COORDINATES (ANGSTROEM)
C: 4.5915 -1.3784 0.6272
O: 3.9184 -0.4065 -0.1518
C: 2.5946 -0.2120 -0.1038
C: 2.1756 1.0504 -0.8244
C: 1.0279 1.7482 0.0148
C: -0.4413 1.4989 -0.1420
C: -1.1652 0.4477 0.7535
C: -2.5164 0.0835 0.1852
C: -3.0503 -1.2462 -0.5433
O: -4.4297 -0.9581 -0.5495
C: -4.6937 0.0167 0.3883
O: -5.6583 0.6647 0.4812
O: -3.5424 0.1358 1.1575
H: 5.4834 -0.9045 1.0550
H: 3.9592 -1.8052 1.4044
H: 4.9219 -2.1598 -0.0852
H: 2.2762 -0.2371 0.9764
H: 2.0271 -1.0778 -0.5440
H: 3.0490 1.6975 -0.9226
H: 1.7564 0.8694 -1.8194
H: 1.2862 1.7057 1.0753
H: 1.2059 2.7983 -0.3230
H: -0.7170 1.3559 -1.1931
H: -0.9051 2.4649 0.1452
H: -1.4049 0.9247 1.7085
H: -0.5345 -0.4206 0.9772
H: -2.8178 0.8221 -0.5829
H: -2.6241 -1.2958 -1.5471
H: -2.9655 -2.1749 0.0391
Tl: -2.8069 -4.0071 -1.6567

Cartesian forces, eV/Å:
C -0.0780 0.1095 0.8273
O -0.0981 -0.5140 -0.6025
C 0.5328 0.9927 0.8109
C -0.5086 -0.0316 -0.6606
C -0.4262 -0.2842 1.3270
C 0.1913 -0.5833 -0.6840
C -0.1750 0.1544 0.1026
C -0.8138 -0.5200 -0.0833
C 0.2809 0.9100 0.6994
O -0.0932 0.1588 -0.6029
C 0.1235 -0.3237 0.1896
O -0.1060 -0.2104 0.1652
O -0.0882 0.8363 -0.0117
H 0.1297 -0.0456 -0.2021
H -0.1020 0.0090 -0.0599
H 0.1613 0.1884 -0.1311
H -0.2510 -0.5483 -0.0897
H -0.0290 0.0318 -0.1771
H 0.0647 -0.0828 -0.1574
H 0.0698 0.1534 -0.0544
H 0.1066 0.2652 -0.0098
H 0.2844 -0.0495 -0.1506
H 0.1020 0.2041 -0.0565
H -0.1075 0.0112 -0.0569
H 0.1945 -0.2818 0.2010
H 0.0628 0.0185 -0.0720
H 0.4454 0.0545 -0.1240
H -0.2832 -0.0083 -0.1385
H 0.7151 0.4363 0.3070
Tl -0.3049 -1.0508 -0.5051

---

The following molar mass values (in g/mol) correspond, in order, to the records above: 154.23 154.23 156.22 392.61.